{
  "formula": "C24H42N6",
  "method": "ωB97M-V with the def2-TZVPD basis set",
  "symbols": ["C", "C", "C", "C", "N", "H", "H", "H", "H", "H", "H", "H", "C", "C", "C", "C", "N", "H", "H", "H", "H", "H", "H", "H", "C", "C", "C", "C", "N", "H", "H", "H", "H", "H", "H", "H", "C", "C", "C", "C", "N", "H", "H", "H", "H", "H", "H", "H", "C", "C", "C", "C", "N", "H", "H", "H", "H", "H", "H", "H", "C", "C", "C", "C", "N", "H", "H", "H", "H", "H", "H", "H"],
  "coordinates": [[7.41746, -0.11801, 1.96486], [7.98140, 0.19580, 0.61576], [8.03624, 1.72193, 0.32072], [9.10583, 2.47785, 1.00124], [9.92736, 3.12570, 1.48566], [6.41821, 0.30186, 2.08029], [7.97928, 0.39879, 2.74292], [7.18371, -1.15147, 2.22064], [7.21346, -0.33907, 0.05695], [8.99532, -0.18507, 0.49323], [7.08100, 2.13427, 0.64565], [8.10860, 1.81379, -0.76299], [4.94422, -6.48576, -9.04907], [6.12595, -6.53768, -9.99290], [6.12822, -7.74159, -10.93770], [6.11120, -9.02876, -10.22719], [6.14664, -10.02883, -9.68349], [4.00808, -6.54214, -9.60455], [5.11775, -5.52962, -8.55534], [4.86906, -7.32791, -8.36114], [6.99192, -6.75501, -9.36762], [6.43139, -5.60940, -10.47572], [7.04798, -7.81427, -11.51810], [5.24758, -7.50781, -11.53597], [-9.11771, 0.75725, -3.61993], [-9.83193, 2.01928, -3.02246], [-10.00890, 3.28326, -3.90939], [-10.35371, 2.96643, -5.22526], [-10.62265, 2.77257, -6.32736], [-8.12156, 1.04405, -3.95688], [-9.74735, 0.16158, -4.28087], [-8.88577, -0.03298, -2.90591], [-9.29206, 2.32511, -2.12630], [-10.84087, 1.85241, -2.64523], [-8.99876, 3.66335, -4.06185], [-10.63348, 4.01300, -3.39414], [-7.15074, -1.52259, 5.01729], [-8.04526, -2.29564, 5.91333], [-7.36403, -2.34665, 7.34764], [-6.13895, -3.09963, 7.45666], [-5.12297, -3.67171, 7.49950], [-6.09297, -1.77691, 4.95000], [-7.01936, -0.54564, 5.48251], [-7.43666, -1.43649, 3.96899], [-7.98524, -3.32927, 5.57258], [-9.10788, -2.12698, 5.73868], [-8.08807, -2.78104, 8.03697], [-7.10998, -1.33764, 7.67239], [4.35230, 8.69431, 8.26240], [3.44884, 7.46364, 7.78116], [3.74529, 7.43949, 6.27502], [3.13494, 6.30711, 5.48579], [2.78690, 5.41423, 4.84894], [4.04451, 9.66881, 7.88331], [5.38492, 8.57187, 7.93559], [4.46207, 8.70391, 9.34682], [2.38424, 7.58194, 7.98292], [3.67859, 6.53391, 8.30167], [4.82453, 7.48429, 6.12899], [3.37246, 8.41424, 5.96044], [-1.49945, -2.06585, -0.28124], [-0.88407, -0.73362, -0.07307], [-0.04262, -0.32238, -1.34019], [0.93097, -1.34238, -1.85792], [1.67582, -2.13375, -2.17403], [-2.23741, -2.23445, -1.06551], [-2.10700, -2.20864, 0.61240], [-0.77394, -2.87927, -0.29059], [-0.30977, -0.77294, 0.85253], [-1.68200, -0.06097, 0.24151], [0.47676, 0.63589, -1.33226], [-0.66786, -0.18223, -2.22197]],
  "max_force_ev_per_a": 3.352,
  "lumo_ev": 0.60,
  "gap_ev": 11.943,
  "e_homo_ev": -11.3,
  "smiles": "CCCC#N.CCCC#N.CCCC#N.CCCC#N.CCCC#N.CCCC#N",
  "de_lowest_kj_mol": 330.1
}